Here is a single C7H12OS molecule from OMol25. Energies are from wB97M-V/def2-TZVPD.

The geometry in XYZ format:
```
21
Properties=species:S:1:pos:R:3:forces:R:3:mulliken_charge:R:1
H 1.201 -1.178 1.141 1.24 0.26 1.29 0.5534
S -0.485 2.540 -0.294 -1.07 1.76 -0.07 -0.2013
H 0.177 0.756 2.766 0.01 -1.08 -1.99 0.2280
H -1.937 -0.182 0.344 -0.20 -0.50 -1.20 0.4222
C -0.018 0.609 1.610 0.59 1.26 3.19 -0.1599
C -0.664 1.779 1.239 -1.72 -0.42 0.71 -0.3323
H 0.992 1.932 -3.097 -0.22 -0.31 -1.18 0.2707
C 0.437 1.405 -1.128 0.76 1.50 -0.90 0.4624
C -0.417 -1.277 -0.032 -0.32 -1.18 -2.01 0.2301
C 0.476 -0.455 0.886 -1.61 -0.90 -0.58 -0.6868
H -1.444 2.240 1.954 1.83 -0.35 -1.12 0.3212
H 0.055 0.460 -0.953 0.08 -1.31 -0.64 -0.0909
H -1.324 -2.877 1.458 0.87 1.19 -0.15 0.2931
H 0.461 -2.977 1.088 0.16 0.28 0.56 0.3696
H 2.218 0.909 -2.146 -0.90 2.18 -0.35 0.2678
H -0.081 -1.419 -1.116 1.00 -0.53 1.66 0.2408
H -0.730 -3.587 0.054 0.21 1.64 0.03 0.3083
C 1.448 1.796 -2.144 1.07 0.26 1.82 -0.8859
C -0.507 -2.672 0.717 -1.47 -2.10 -1.60 -1.3401
O -1.650 -0.695 -0.462 -0.44 0.71 2.84 -0.5281
H 1.792 2.895 -1.886 0.13 -2.36 -0.32 0.2577
```
Positions in Å, forces in eV/Å.

Computed properties:
- Kohn-Sham gap (spin up / spin down): 6.893 / 7.851 eV
- Net charge: 0
- Electronic energy: -20329.998 eV
- Molecular weight: 144.239 g mol⁻¹
- ΔE to the lowest compared entry with this formula, charge and spin: 21.4 kcal/mol
- Max |F|: 3.482 eV Å⁻¹
- Lowest unoccupied orbital energy (spin up / spin down): 0.81 / -1.07 eV
- Spin multiplicity: 3

***

Here is a single C7H12S molecule from OMol25. Energies are from wB97M-V/def2-TZVPD.

The geometry in XYZ format:
```
20
Properties=species:S:1:pos:R:3:forces:R:3:mulliken_charge:R:1
S 2.681 -0.310 -0.443 -0.21 -0.55 0.44 -0.1756
H -0.110 -2.090 1.104 -1.41 -0.52 -0.15 0.3629
C -2.050 0.448 -1.178 -2.04 1.01 1.49 -1.6277
H -2.089 0.182 0.904 1.41 0.60 -0.23 0.2991
C 0.378 1.702 0.819 1.59 -0.55 -0.22 -0.5510
H -3.083 0.098 -1.157 -0.03 -0.22 -0.33 0.4438
H 1.512 -2.479 0.669 0.86 -1.71 0.42 0.4865
H -0.471 1.957 -1.116 2.11 0.06 0.06 0.0884
C 1.111 -0.589 0.301 -1.01 2.04 -0.35 0.1269
H 3.298 -1.337 0.179 -0.03 0.26 -0.04 0.1448
C 0.069 0.397 0.109 -0.21 -2.03 0.70 0.8400
H -2.159 1.543 -1.067 0.03 -0.40 -0.60 0.3887
H -1.420 -1.186 0.130 0.15 1.68 -0.68 0.1864
C 0.888 -1.775 1.135 0.69 1.16 0.08 -1.2987
C 0.502 1.608 -0.642 -0.47 2.34 -1.42 -0.5554
H 1.481 1.714 -1.250 -1.82 -0.29 0.97 0.3050
H -1.567 0.156 -2.057 0.71 -0.22 -1.46 0.3936
H 1.321 1.496 1.318 0.39 1.10 0.60 0.2560
H 1.079 -1.509 2.178 0.52 -0.40 0.03 0.2598
C -1.371 -0.025 0.063 -1.23 -3.33 0.69 -0.3736
```
Positions in Å, forces in eV/Å.

Computed properties:
- Kohn-Sham gap (spin up / spin down): 6.627 / 8.139 eV
- Net charge: 0
- Electronic energy: -18283.459 eV
- Molecular weight: 128.240 g mol⁻¹
- ΔE to the lowest compared entry with this formula, charge and spin: 133.1 kcal/mol
- Max |F|: 3.619 eV Å⁻¹
- Lowest unoccupied orbital energy (spin up / spin down): -0.24 / 0.22 eV

***

Question: The highest molecular weight belongs to which entry?
Answer: C7H12OS

***

Question: What is the formula in the second record?
Answer: C7H12S

***

Copy entry 2 word for word.
Here is a single C7H12S molecule from OMol25. Energies are from wB97M-V/def2-TZVPD.

The geometry in XYZ format:
```
20
Properties=species:S:1:pos:R:3:forces:R:3:mulliken_charge:R:1
S 2.681 -0.310 -0.443 -0.21 -0.55 0.44 -0.1756
H -0.110 -2.090 1.104 -1.41 -0.52 -0.15 0.3629
C -2.050 0.448 -1.178 -2.04 1.01 1.49 -1.6277
H -2.089 0.182 0.904 1.41 0.60 -0.23 0.2991
C 0.378 1.702 0.819 1.59 -0.55 -0.22 -0.5510
H -3.083 0.098 -1.157 -0.03 -0.22 -0.33 0.4438
H 1.512 -2.479 0.669 0.86 -1.71 0.42 0.4865
H -0.471 1.957 -1.116 2.11 0.06 0.06 0.0884
C 1.111 -0.589 0.301 -1.01 2.04 -0.35 0.1269
H 3.298 -1.337 0.179 -0.03 0.26 -0.04 0.1448
C 0.069 0.397 0.109 -0.21 -2.03 0.70 0.8400
H -2.159 1.543 -1.067 0.03 -0.40 -0.60 0.3887
H -1.420 -1.186 0.130 0.15 1.68 -0.68 0.1864
C 0.888 -1.775 1.135 0.69 1.16 0.08 -1.2987
C 0.502 1.608 -0.642 -0.47 2.34 -1.42 -0.5554
H 1.481 1.714 -1.250 -1.82 -0.29 0.97 0.3050
H -1.567 0.156 -2.057 0.71 -0.22 -1.46 0.3936
H 1.321 1.496 1.318 0.39 1.10 0.60 0.2560
H 1.079 -1.509 2.178 0.52 -0.40 0.03 0.2598
C -1.371 -0.025 0.063 -1.23 -3.33 0.69 -0.3736
```
Positions in Å, forces in eV/Å.

Computed properties:
- Kohn-Sham gap (spin up / spin down): 6.627 / 8.139 eV
- Net charge: 0
- Electronic energy: -18283.459 eV
- Molecular weight: 128.240 g mol⁻¹
- ΔE to the lowest compared entry with this formula, charge and spin: 133.1 kcal/mol
- Max |F|: 3.619 eV Å⁻¹
- Lowest unoccupied orbital energy (spin up / spin down): -0.24 / 0.22 eV